[1]
{"formula": "C4H9N3", "method": "ωB97M-V/def2-TZVPD", "e_homo_ev": -8.1, "e_tot_ev": -8759.666, "relative_energy_ev": 4.8589, "lumo_ev": 0.962, "orbital_gap_ev": 9.069, "multiplicity": 1, "symbols": ["C", "N", "N", "C", "C", "C", "N", "H", "H", "H", "H", "H", "H", "H", "H", "H"], "coordinates": [[-0.03518, 1.66124, -0.18383], [-1.25334, 1.32794, 0.01680], [-1.90883, 0.14074, -0.22784], [-1.05575, -0.89837, 0.11280], [0.36858, -1.15553, -0.42411], [1.32435, -0.24715, 0.21042], [1.23065, 0.92480, -0.27002], [0.08765, 2.83454, -0.22205], [-2.84022, 0.12090, 0.00982], [-1.90852, -1.62043, -0.01989], [-0.79751, -0.79946, 1.28058], [0.75056, -2.24238, -0.37707], [0.59739, -0.93680, -1.52663], [2.28247, -0.40968, -0.01430], [1.32871, -0.27117, 1.35353], [1.82898, 1.57083, 0.28179]]}



[2]
{"formula": "C4H9N3", "method": "ωB97M-V/def2-TZVPD", "e_homo_ev": -8.3, "e_tot_ev": -8760.883, "relative_energy_ev": 3.6420, "lumo_ev": 0.732, "orbital_gap_ev": 9.020, "multiplicity": 1, "symbols": ["C", "C", "C", "C", "N", "N", "N", "H", "H", "H", "H", "H", "H", "H", "H", "H"], "coordinates": [[-1.35718, -0.89274, -0.44987], [1.42904, 1.50152, -0.02441], [-0.84557, 0.32219, 0.26203], [0.63805, 0.23856, 0.11762], [-1.08524, -2.07400, 0.05321], [-1.42737, 1.42735, 0.48014], [1.20085, -0.81471, 0.76661], [-2.43564, 1.35532, 0.33657], [2.18747, -0.96358, 0.59822], [-1.51366, -2.82678, -0.48144], [0.59251, -1.65966, 0.74791], [-2.24557, -0.70456, -1.07088], [0.00239, -0.38061, -1.21048], [0.96002, 2.16218, -0.74895], [1.44067, 2.02310, 0.93495], [2.45921, 1.28643, -0.31123]]}



[3]
{"formula": "C4H9N3", "method": "ωB97M-V/def2-TZVPD", "e_homo_ev": -9.4, "e_tot_ev": -8761.921, "relative_energy_ev": 2.6037, "lumo_ev": 0.815, "orbital_gap_ev": 10.184, "multiplicity": 1, "symbols": ["N", "N", "N", "C", "C", "C", "C", "H", "H", "H", "H", "H", "H", "H", "H", "H"], "coordinates": [[-2.66437, -0.77471, 1.94660], [-1.26757, -0.86751, -0.10947], [-1.96383, -0.85433, 0.95600], [0.92218, -0.66200, 0.96129], [0.57536, -0.22516, -1.59980], [-0.25313, 1.34135, 0.05334], [-0.00070, -0.12049, -0.16910], [0.53039, -0.33539, 1.94804], [1.00827, -1.74959, 0.86585], [1.92051, -0.19189, 0.84964], [1.58971, 0.19073, -1.71847], [0.63738, -1.26418, -1.88969], [-0.01991, 0.25184, -2.38633], [-0.56161, 1.64351, 1.05072], [0.62665, 1.91044, -0.16538], [-1.07932, 1.70738, -0.59325]]}



[4]
{"formula": "C4H9N3", "method": "ωB97M-V/def2-TZVPD", "e_homo_ev": -9.5, "e_tot_ev": -8760.681, "relative_energy_ev": 3.8439, "lumo_ev": 0.740, "orbital_gap_ev": 10.245, "multiplicity": 1, "symbols": ["C", "N", "C", "N", "C", "C", "N", "H", "H", "H", "H", "H", "H", "H", "H", "H"], "coordinates": [[0.61052, 1.16335, -0.73768], [0.08995, 0.74932, 0.50231], [1.14061, 0.15071, 1.35562], [-0.87469, -0.34580, 0.41160], [-0.51486, -1.49522, -0.45900], [-2.25999, 0.27711, -0.08642], [-3.21194, 0.91327, -0.23995], [-0.16940, 1.22993, -1.45530], [1.14219, 2.12590, -0.66154], [1.31262, 0.36298, -1.11332], [2.00050, -0.14539, 0.76170], [1.55475, 0.98355, 1.97253], [0.62386, -0.59948, 1.84223], [0.32672, -1.94052, -0.00927], [-1.40906, -2.22961, -0.59748], [-0.36178, -1.20011, -1.48604]]}



[5]
{"formula": "C4H9N3", "method": "ωB97M-V/def2-TZVPD", "e_homo_ev": -9.0, "e_tot_ev": -8761.189, "relative_energy_ev": 3.3359, "lumo_ev": 1.056, "orbital_gap_ev": 10.018, "multiplicity": 1, "symbols": ["C", "C", "N", "C", "N", "C", "N", "H", "H", "H", "H", "H", "H", "H", "H", "H"], "coordinates": [[-2.04228, -0.99164, 0.12144], [-1.20786, 0.16813, -0.29457], [0.23569, -0.22636, -1.05106], [1.10434, -0.72621, 0.00356], [2.51893, -0.44047, -0.14206], [0.12275, 0.42833, 0.24302], [0.64587, 1.78132, 0.30746], [-1.47611, -1.92251, 0.19535], [-2.85038, -1.14994, -0.59943], [-2.50134, -0.78985, 1.09547], [-1.77443, 0.99743, -0.70530], [0.87345, -1.70837, 0.41074], [2.97280, -0.45933, 0.76831], [2.62381, 0.51406, -0.48046], [0.77359, 2.12943, -0.64078], [-0.01883, 2.39597, 0.76830]]}



[6]
{"formula": "C4H9N3", "method": "ωB97M-V/def2-TZVPD", "charge": 2, "e_homo_ev": -21.1, "e_tot_ev": -8740.303, "relative_energy_ev": 5.4474, "lumo_ev": -12.038, "orbital_gap_ev": 9.013, "multiplicity": 1, "symbols": ["C", "N", "C", "N", "N", "C", "C", "H", "H", "H", "H", "H", "H", "H", "H", "H"], "coordinates": [[-2.28350, 0.09819, -0.01388], [-0.88134, 0.34872, 0.08769], [-0.10537, 1.07147, 0.78666], [1.28535, 0.81768, 0.99848], [2.16870, 0.11466, 0.48948], [1.90862, -0.71283, -0.59243], [0.13876, -0.68115, -0.76322], [-2.66294, 0.39250, 1.00156], [-2.56749, 0.57640, -1.03248], [-2.59013, -0.98419, 0.06830], [-0.61449, 1.82881, 1.32755], [1.70253, 1.45487, 1.77718], [2.46521, -0.32065, -1.54812], [2.29879, -1.77073, -0.34314], [-0.25267, -0.44915, -1.70164], [-0.01001, -1.78460, -0.54201]]}



[7]
{"formula": "C4H9N3O", "method": "ωB97M-V/def2-TZVPD", "e_homo_ev": -7.8, "e_tot_ev": -10807.564, "relative_energy_ev": 4.8978, "lumo_ev": 1.077, "orbital_gap_ev": 8.915, "multiplicity": 1, "symbols": ["C", "N", "N", "O", "C", "N", "C", "C", "H", "H", "H", "H", "H", "H", "H", "H", "H"], "coordinates": [[-2.29748, 0.23698, 0.61315], [-1.51888, 1.22042, 0.45498], [-0.52346, 1.38186, -0.69222], [0.29178, 2.50476, -0.46022], [0.22006, 0.18570, -0.55155], [-0.14645, -0.73664, -1.52490], [1.02149, -0.07902, 0.50253], [1.70133, -1.37455, 0.77150], [-2.11750, -0.75758, 0.20063], [-3.19389, 0.41194, 1.19219], [-0.33046, 3.20979, -0.23158], [0.53162, -1.46838, -1.69041], [-0.48425, -0.30492, -2.37629], [1.18691, 0.71956, 1.22041], [2.74561, -1.19739, 1.05976], [1.19739, -1.89866, 1.60393], [1.71618, -2.05389, -0.09189]]}



[8]
{"formula": "C4H9N3O", "method": "ωB97M-V/def2-TZVPD", "e_homo_ev": -8.8, "e_tot_ev": -10810.087, "relative_energy_ev": 2.3752, "lumo_ev": 1.007, "orbital_gap_ev": 9.855, "multiplicity": 1, "symbols": ["C", "C", "C", "N", "O", "N", "C", "N", "H", "H", "H", "H", "H", "H", "H", "H", "H"], "coordinates": [[-1.90576, -0.49099, -0.63805], [-1.32902, 0.64950, -0.85694], [0.23358, 0.91700, -0.19970], [0.90842, 1.81682, -1.09817], [0.02473, 1.56674, 1.03123], [0.86589, -0.30830, -0.05460], [0.49810, -1.11265, 0.89556], [1.13917, -2.32402, 1.01344], [-2.93173, -0.75506, -0.83046], [-1.23613, -1.23168, -0.02965], [-1.68142, 1.55377, -1.32118], [1.79612, 2.10552, -0.69427], [1.09483, 1.34084, -1.97224], [-0.28583, 2.45830, 0.83145], [0.10852, -0.73117, 1.84371], [1.62608, -2.63905, 0.18876], [1.07445, -2.81559, 1.89109]]}



[9]
{"formula": "C4H9N3O", "method": "ωB97M-V/def2-TZVPD", "e_homo_ev": -8.3, "e_tot_ev": -10806.726, "relative_energy_ev": 5.7353, "lumo_ev": 0.688, "orbital_gap_ev": 8.994, "multiplicity": 1, "symbols": ["C", "N", "N", "C", "C", "C", "N", "O", "H", "H", "H", "H", "H", "H", "H", "H", "H"], "coordinates": [[-2.40221, -0.94193, -0.06972], [-1.12092, -0.32169, -0.36333], [-1.13517, 1.04908, -0.44569], [-0.08374, 1.67474, 0.05539], [1.06629, 1.05630, 0.55571], [1.75290, 0.45004, -0.54928], [2.04538, -0.80230, -0.64717], [1.39764, -1.58043, 0.27406], [-2.44342, -1.93073, -0.57968], [-2.39669, -1.24130, 1.15784], [-3.16734, -0.15440, -0.29695], [-0.45923, -0.75386, 0.22501], [0.10960, 2.82040, -0.39007], [1.13294, 0.42211, 1.36816], [1.83475, 1.71112, 1.01191], [2.22769, 1.07364, -1.31555], [1.64153, -2.53078, 0.00936]]}



[10]
{"formula": "C4H9N3O", "method": "ωB97M-V/def2-TZVPD", "e_homo_ev": -7.8, "e_tot_ev": -10806.331, "relative_energy_ev": 6.1309, "lumo_ev": 0.906, "orbital_gap_ev": 8.668, "multiplicity": 1, "symbols": ["H", "N", "N", "C", "N", "C", "C", "O", "C", "H", "H", "H", "H", "H", "H", "H", "H"], "coordinates": [[-2.08475, 2.35568, -2.43846], [-1.89973, 1.57796, -1.77032], [-0.73142, 1.29565, -1.61151], [-0.12315, -0.21689, -0.84024], [0.31825, -1.13698, -1.70394], [-0.43422, 0.01653, 0.38272], [-1.03830, 0.97880, 1.30804], [0.40526, -1.20433, 1.23772], [1.80384, -1.12469, 1.20689], [0.73712, -0.76563, -2.54824], [-0.00489, -2.08199, -1.54748], [-0.26153, 1.43973, 1.92390], [-1.58880, 1.75339, 0.75842], [-1.72740, 0.45405, 1.97427], [2.24883, -1.63421, 0.33706], [2.17108, -0.08559, 1.23142], [2.20982, -1.62148, 2.09972]]}



[11]
{"formula": "C4H9N3O", "method": "ωB97M-V/def2-TZVPD", "e_homo_ev": -8.3, "e_tot_ev": -10805.480, "relative_energy_ev": 6.9818, "lumo_ev": 0.295, "orbital_gap_ev": 8.614, "multiplicity": 1, "symbols": ["C", "N", "C", "N", "C", "C", "N", "O", "H", "H", "H", "H", "H", "H", "H", "H", "H"], "coordinates": [[-3.15085, 0.00592, 0.12643], [-1.68164, 0.39810, -0.01755], [-0.84692, -0.65688, -0.25372], [0.46399, -0.95653, -0.37497], [1.43305, -0.00823, -0.36261], [2.75037, -0.68296, 0.25917], [1.43797, 1.33516, -0.16831], [0.30635, 2.05204, -0.10239], [-3.52056, 0.33107, 1.19385], [-3.29176, -1.18547, -0.25439], [-3.53744, 0.87536, -0.67604], [-1.56457, -1.75525, -0.37920], [3.16764, -1.16750, -0.63414], [3.56630, -0.03974, 0.58679], [2.49267, -1.65458, 1.05233], [2.43998, 1.83671, 0.06995], [-0.46458, 1.27278, -0.06520]]}



[12]
{"formula": "C4H9N3O4", "method": "ωB97M-V/def2-TZVPD", "e_homo_ev": -9.3, "e_tot_ev": -16949.402, "relative_energy_ev": 0.9539, "lumo_ev": 0.557, "orbital_gap_ev": 9.833, "multiplicity": 1, "symbols": ["C", "C", "C", "N", "C", "O", "O", "N", "O", "N", "O", "H", "H", "H", "H", "H", "H", "H", "H", "H"], "coordinates": [[2.21306, 0.61252, -0.05465], [1.34603, -0.44054, 0.53652], [-0.12319, -0.24583, 0.40473], [-0.96344, -1.17276, 0.93491], [-0.61972, 1.13598, 0.69949], [-0.48054, 2.11136, 0.00299], [-1.08026, 1.29849, 1.98946], [-0.51670, -0.37431, -1.28418], [0.20227, -0.81602, -2.16236], [-1.69371, -0.01171, -1.38142], [-2.33446, -0.26643, -2.57769], [1.75541, 1.64959, 0.07628], [3.08745, 0.74580, 0.58063], [2.51639, 0.32468, -1.05506], [1.74406, -1.45371, 0.26833], [1.55785, -0.58373, 1.69907], [-1.79863, -1.07131, 0.45796], [-0.64677, -2.20793, 0.90360], [-0.93007, 0.49482, 2.44560], [-3.23502, 0.27105, -2.48420]]}



[13]
{"formula": "C4H9N3S", "method": "ωB97M-V/def2-TZVPD", "e_homo_ev": -9.1, "e_tot_ev": -19591.466, "relative_energy_ev": 8.1707, "lumo_ev": 0.744, "orbital_gap_ev": 9.833, "multiplicity": 1, "symbols": ["C", "C", "C", "C", "H", "H", "H", "H", "H", "H", "H", "H", "H", "N", "N", "N", "S"], "coordinates": [[-0.38281, 2.21063, -0.92293], [-0.40783, 0.75495, -1.69839], [1.00290, 0.45813, -1.33605], [0.78124, -1.36095, 1.28262], [0.21799, 3.03281, -1.72978], [0.45578, 2.25794, 0.31201], [-1.70821, 2.35240, -0.34085], [-0.66939, 0.72935, -2.88518], [-1.18228, -0.05577, -1.06177], [1.88283, 1.35593, -1.45958], [1.88539, -1.32198, 1.69348], [0.15382, -2.68099, 2.74932], [-2.07642, -2.93499, 1.23993], [1.58304, -0.25309, -0.39562], [0.37991, -0.93385, 0.22357], [-0.13126, -1.80668, 2.30151], [-1.78472, -1.80384, 2.02772]]}



[14]
{"formula": "C4H9N3S", "method": "ωB97M-V/def2-TZVPD", "e_homo_ev": -8.0, "e_tot_ev": -19596.028, "relative_energy_ev": 3.6087, "lumo_ev": 0.530, "orbital_gap_ev": 8.513, "multiplicity": 1, "symbols": ["C", "C", "C", "N", "N", "C", "N", "S", "H", "H", "H", "H", "H", "H", "H", "H", "H"], "coordinates": [[-1.12702, 0.25658, 2.19243], [-0.50192, 0.95960, 1.19480], [0.86363, 0.46474, 0.76773], [0.52661, -0.08218, -0.54364], [-0.06234, -1.49512, -0.32911], [0.63359, 0.40608, -1.72225], [0.12805, -0.33617, -2.74564], [1.05851, 2.04304, -1.82487], [-0.52563, -0.30799, 2.86643], [-2.33471, 0.25401, 2.50462], [-1.14568, 1.43626, 0.52035], [1.65757, 1.33554, 0.95760], [1.17213, -0.47848, 1.26509], [0.71272, -1.88360, 0.19745], [-0.67127, -1.43943, 0.56391], [-0.07100, 0.11356, -3.54981], [-0.31324, -1.24645, -2.31510]]}